Entry from the OMol25 dataset: a 4-piece molecular cluster, C4H13NO3 overall in a non-equilibrium geometry (ωB97M-V with the def2-TZVPD basis set).

Last column: Mulliken charge in e.
Element x y z (Å)
C -0.8883 0.9561 -0.1572  0.079
N -0.3379 -0.2535 -0.6055  -0.172
C 0.9279 -0.4768 -0.2588  -0.318
C 1.0812 -0.8905 1.2536  -0.946
C -3.6627 -1.2130 -1.4176  -0.594
O -2.0704 1.1439 -0.1144  -0.389
H -0.1988 1.7514 0.1544  0.419
H 1.4213 -1.1967 -0.9062  0.474
H 1.5441 0.5067 -0.3503  0.293
H 0.6945 -0.1069 1.8999  0.356
H 2.1293 -1.0356 1.4583  0.321
H 0.4718 -1.7839 1.3970  0.368
H -2.6418 -0.9383 -1.2254  -0.079
H -4.1733 -1.2587 -0.4546  0.236
H -4.1176 -0.4461 -2.0412  0.234
H -3.7281 -2.1760 -1.9313  0.315
H 2.0274 2.9847 1.3822  0.282
O 1.6769 2.1092 1.1922  -0.647
H 2.4082 1.5550 0.7737  0.397
H 4.1770 0.4544 -0.1719  0.158
O 3.2592 0.3144 0.1229  -0.785

## Properties
calculated total energy	-440.44851	hartree
LUMO energy	-4.103	eV
maximum force	2.4	eV Å⁻¹